The following is a DFT calculation (wB97M-V/def2-TZVPD) of a structure of composition C40H39BBrFeN9O3PSe2.

The geometry in XYZ format:
```
97
C40H39BBrFeN9O3PSe2 (wB97M-V/def2-TZVPD)
C 1.44 6.14 -4.41
P 3.45 -2.91 0.04
C 4.84 0.71 -1.36
C -3.27 -1.80 6.05
H 3.37 -7.16 -3.78
H -4.00 0.18 1.31
N -0.37 4.12 -2.09
C -0.30 -1.08 3.87
N -2.01 -2.15 -0.93
N 0.26 1.63 -1.85
H -3.05 -4.47 -3.79
O -0.19 -0.86 2.56
H 1.02 -1.67 -4.42
C -2.63 -1.63 -2.00
C -3.02 -2.45 -3.04
N 0.57 4.30 -3.04
B -0.54 2.83 -1.28
H -3.52 -2.01 -3.89
H -2.47 -1.63 2.27
H 0.58 1.66 4.03
C -2.75 -3.81 -2.98
C -3.98 -2.00 3.75
H 3.82 -7.62 -1.39
C -3.69 1.23 -0.53
H -1.77 5.34 -1.05
H -4.76 -2.21 3.03
H -1.22 -3.76 0.05
C 3.67 -5.55 -0.81
C 0.81 4.01 0.61
C -1.00 5.29 -1.80
H 2.18 2.50 -2.05
H -0.74 7.29 -2.66
C -1.70 -1.43 4.26
H 1.28 4.71 -0.08
C -1.99 -1.49 5.62
C -0.46 6.25 -2.61
O -1.72 -1.40 0.11
C 5.99 0.36 -2.05
C 3.16 -5.04 -3.49
H 0.93 6.88 -5.02
C 0.58 -0.19 -2.96
C 1.79 0.52 -2.98
H -5.24 2.29 -1.74
C -4.41 0.22 0.30
H -4.32 -0.78 -0.12
H -0.69 -1.53 -4.04
H -1.85 -5.36 -1.79
H 3.01 -2.98 -2.90
C 3.44 -4.25 -1.22
Se 1.30 -2.31 -0.18
H 5.82 -3.00 -1.67
H -3.51 -1.84 7.11
H -1.13 1.61 3.60
C -4.25 -2.05 5.11
C 0.52 5.58 -3.37
Se 1.43 -0.23 1.86
C -1.73 -3.47 -0.85
H -2.76 -0.56 -2.00
C -2.09 -4.32 -1.87
C -2.70 -1.68 3.33
C 0.31 -1.51 -3.62
Fe -0.59 0.30 0.14
C 6.33 -0.99 -2.16
C 1.55 1.66 -2.27
O 0.60 -0.98 4.66
N -0.04 3.07 0.17
C 3.39 -6.35 -3.06
H 3.12 0.02 -0.29
Br -6.00 -2.49 5.68
N -0.34 0.47 -2.27
H 4.56 1.75 -1.27
C 3.19 -4.00 -2.57
C 4.04 -0.27 -0.78
H 1.80 5.34 -5.06
C 0.05 2.83 2.31
H 2.30 6.62 -3.95
H 3.87 -5.75 0.24
H 2.71 0.23 -3.46
H 6.61 1.12 -2.50
H 1.47 4.51 2.66
H -0.46 3.05 4.37
C -4.21 2.16 -1.45
C 3.64 -6.60 -1.72
N -2.37 1.40 -0.43
H -3.05 3.70 -2.59
C 5.54 -1.96 -1.58
H 0.41 -2.33 -2.90
N -0.51 2.33 1.21
H 2.97 -4.84 -4.53
H 7.22 -1.27 -2.70
H -1.20 -1.29 6.33
C 4.37 -1.61 -0.89
N -2.03 2.43 -1.24
C 0.89 3.90 1.98
C -0.26 2.25 3.65
H -5.47 0.47 0.36
C -3.12 2.89 -1.89
```

The lowest unoccupied orbital energy (alpha / beta) is -0.36 / -0.66 eV. As for the spin multiplicity: 6. The total energy comes out at -11273.08664 hartree. As for the orbital gap (alpha / beta): 6.3 / 6.8 eV. Its highest occupied orbital energy (alpha / beta) is -0.24585 / -0.27302 Eh.